Record 1
Formula: C26H75B2F11N6O10S
Source: the OMol25 dataset
Level of theory: the ωB97M-V functional and the def2-TZVPD basis

The geometry in XYZ format:
```
131
Properties=species:S:1:pos:R:3:forces:R:3:mulliken_charge:R:1
C 14.592 -8.319 15.993 -0.570 -0.196 -0.896 0.30
O 14.473 -8.829 17.335 1.675 1.877 2.296 0.83
H 13.587 -8.000 15.749 0.347 0.319 -0.656 -0.78
H 15.341 -7.519 16.006 -0.405 -0.015 -0.060 0.12
H 14.946 -9.128 15.362 -0.074 -0.080 -0.209 0.50
C 12.598 -10.908 13.160 -0.066 -0.457 -0.325 -0.57
C 13.685 -11.965 13.080 0.566 -0.421 -0.293 1.32
C 13.467 -13.160 13.987 -0.350 1.272 0.030 -0.17
O 14.618 -13.915 13.957 0.284 -1.388 0.273 -0.36
C 14.416 -15.077 14.766 -0.611 -0.693 -0.279 -0.73
N 13.893 -12.418 11.650 -1.013 -1.948 0.288 0.06
H 13.043 -12.806 11.213 0.191 0.143 0.386 0.45
H 14.149 -11.665 11.064 0.423 2.005 -0.902 0.16
H 14.649 -13.105 11.519 -0.123 0.125 0.600 0.47
H 12.978 -9.996 12.713 -0.233 0.017 0.158 -0.39
H 12.288 -10.770 14.203 0.182 0.086 -0.090 0.32
H 11.711 -11.226 12.593 0.213 0.181 0.136 0.50
H 14.676 -11.572 13.339 -0.288 0.199 -0.003 -0.93
H 12.557 -13.726 13.779 -0.109 -0.230 -0.413 0.71
H 13.292 -12.740 14.989 0.062 -0.092 0.157 -0.31
H 15.300 -15.709 14.827 0.278 0.576 0.063 0.30
H 13.645 -15.753 14.334 0.179 0.558 0.021 0.34
H 14.042 -14.767 15.749 0.309 -0.126 0.079 0.16
C 17.927 -6.288 11.564 -0.177 0.601 -1.258 -1.68
C 16.602 -6.741 12.122 -0.097 0.456 0.674 1.02
C 15.877 -5.526 12.727 0.530 -0.432 -0.715 -1.21
O 14.674 -5.895 13.360 0.166 0.176 0.419 0.31
C 14.031 -4.740 13.877 0.012 0.264 -0.622 -0.75
N 15.792 -7.342 10.990 -0.053 1.846 1.156 0.39
H 14.859 -7.615 11.284 -0.216 -0.401 -0.131 -0.17
H 15.654 -6.614 10.275 0.061 -0.529 0.002 0.48
H 16.279 -8.140 10.607 0.291 -0.735 -0.475 0.49
H 18.461 -7.085 11.041 0.138 -0.081 0.570 0.39
H 18.512 -5.773 12.318 0.289 -0.320 0.112 0.38
H 17.746 -5.542 10.761 -0.010 -0.120 0.381 0.46
H 16.760 -7.469 12.924 -0.229 -0.266 -0.455 -0.47
H 15.700 -4.828 11.907 -0.370 0.266 -0.187 0.51
H 16.541 -4.994 13.414 0.110 -0.277 0.156 0.39
H 13.767 -4.076 13.040 0.145 0.095 0.180 0.33
H 14.634 -4.159 14.611 -0.231 -0.576 -0.333 0.26
H 13.088 -5.077 14.282 -0.230 -0.065 0.474 -0.01
C 16.099 -5.277 18.617 -1.399 0.355 0.113 -1.69
C 14.934 -5.966 19.326 0.208 -0.426 -0.232 1.00
C 14.410 -5.124 20.458 -0.530 0.805 0.138 -1.01
O 13.300 -5.829 20.953 -0.488 -0.159 0.492 -0.27
C 12.682 -5.235 22.071 -0.606 -0.342 1.495 -0.81
N 13.839 -6.236 18.370 0.648 -0.669 -1.677 -0.64
H 14.465 -7.973 17.917 -0.846 -0.049 -0.253 0.04
H 12.885 -6.293 18.722 0.508 0.310 0.465 0.21
H 13.904 -5.556 17.600 -0.310 -0.366 0.505 0.21
H 16.495 -5.775 17.745 0.126 -0.382 0.204 0.42
H 16.838 -5.101 19.380 0.640 0.210 -0.103 0.46
H 15.713 -4.325 18.222 0.311 0.029 0.282 0.42
H 15.256 -6.966 19.690 -0.055 0.563 0.327 0.00
H 14.047 -4.141 20.043 0.511 -0.581 0.285 0.35
H 15.139 -4.920 21.264 -0.063 -0.157 -0.380 0.45
H 12.230 -4.258 21.904 0.352 0.282 -0.447 0.34
H 13.331 -5.176 22.971 0.099 0.099 -0.689 0.31
H 11.840 -5.855 22.417 0.344 -0.143 -0.498 0.24
C 19.692 -9.373 18.061 0.221 -0.299 0.266 -1.52
C 18.491 -9.774 17.211 0.617 0.053 -0.235 0.83
C 17.937 -11.151 17.425 -0.856 -0.533 1.077 -1.28
O 16.686 -11.346 16.714 1.531 0.852 2.968 0.12
C 16.913 -11.753 15.448 -1.022 -1.430 -3.688 -0.18
N 17.361 -8.824 17.454 -0.630 0.184 -0.113 0.75
H 16.999 -8.906 18.399 0.478 -0.042 0.502 0.54
H 17.679 -7.807 17.297 0.158 -0.566 0.172 0.28
H 16.531 -9.074 16.910 0.805 -0.138 -0.335 -0.80
H 19.457 -9.357 19.151 0.232 0.216 -0.756 0.34
H 20.057 -8.422 17.665 -0.206 0.146 0.591 0.37
H 20.554 -10.041 17.904 -0.553 -0.156 0.073 0.43
H 18.818 -9.648 16.183 -0.408 0.163 -0.305 0.11
H 17.682 -11.274 18.480 -0.138 0.156 0.190 0.31
H 18.674 -11.944 17.271 -0.112 0.106 -0.638 0.45
H 17.408 -11.040 14.766 0.063 -0.102 0.461 0.25
H 15.903 -11.904 15.044 0.190 0.100 -0.326 -0.44
H 17.355 -12.763 15.317 0.250 0.511 0.512 0.33
C 10.852 -7.917 15.388 -0.045 -0.648 0.551 -0.55
C 9.809 -6.943 15.857 -0.270 1.364 -2.166 -0.03
C 9.359 -5.991 14.643 0.056 -0.538 1.244 -0.69
O 8.530 -6.830 13.879 0.199 -0.007 0.097 -0.46
C 8.095 -6.383 12.592 0.504 0.518 -0.320 -0.75
N 8.568 -7.673 16.237 0.254 -0.318 2.092 -0.19
H 8.798 -8.657 16.497 -0.603 0.742 -0.631 0.31
H 8.203 -7.236 17.101 -0.237 -0.303 -0.602 0.41
H 7.909 -7.556 15.460 -0.263 -0.502 -0.418 0.36
H 10.585 -8.392 14.444 0.063 0.225 -0.112 0.32
H 10.976 -8.713 16.130 0.056 -0.083 0.074 0.34
H 11.809 -7.428 15.328 0.196 0.286 -0.389 -0.54
H 10.104 -6.345 16.702 0.293 0.121 0.275 0.52
H 10.237 -5.585 14.149 0.293 -0.438 -0.451 0.36
H 8.842 -5.100 15.009 -0.390 -0.070 0.152 0.54
H 8.931 -6.056 11.974 0.314 -0.557 -0.031 0.22
H 7.501 -5.489 12.652 -0.759 0.269 0.411 0.36
H 7.546 -7.198 12.131 0.075 0.035 0.023 0.30
C 14.159 -11.082 19.299 -0.639 -0.692 0.053 -1.65
C 13.578 -11.932 18.180 0.034 -0.211 0.567 1.38
C 12.644 -13.061 18.708 -1.045 1.255 0.902 -1.04
O 11.875 -13.368 17.583 0.563 -0.498 -0.778 -0.17
C 10.941 -14.404 17.664 -1.539 0.226 0.979 -0.87
N 12.901 -10.966 17.215 0.937 -0.311 0.583 -0.22
H 13.340 -11.036 16.296 -0.168 -0.307 0.157 -0.41
H 11.943 -11.263 17.091 -0.169 -0.093 -0.036 0.29
H 13.755 -9.454 17.638 -1.023 -0.997 -1.054 0.27
H 15.002 -10.524 18.899 0.197 -0.022 0.418 0.02
H 14.424 -11.716 20.144 0.411 0.172 0.032 0.60
H 13.358 -10.425 19.639 0.117 0.284 0.186 0.37
H 14.398 -12.460 17.714 0.180 0.133 -0.655 -0.24
H 11.950 -12.670 19.502 0.409 0.035 -0.418 0.46
H 13.139 -13.912 19.246 0.124 0.517 -1.059 0.39
H 11.354 -15.402 17.841 0.139 0.205 -0.199 0.29
H 10.333 -14.343 16.763 0.327 -0.378 -0.256 0.26
H 10.200 -14.177 18.467 0.519 -0.291 -0.101 0.32
B 16.546 -10.368 11.532 0.922 -0.876 -0.341 -0.61
F 17.360 -9.543 10.691 -0.489 -0.376 0.768 -0.36
F 16.549 -9.932 12.873 0.313 0.180 0.107 0.12
F 15.217 -10.252 11.111 -0.225 0.113 -0.278 0.06
F 16.966 -11.729 11.457 -0.499 0.999 0.156 -0.39
B 18.380 -6.204 15.833 1.673 0.126 -0.384 0.17
F 17.300 -5.324 15.822 0.493 0.013 -0.088 -0.33
F 19.652 -5.709 15.424 -2.262 -0.589 0.562 -0.27
F 18.546 -6.659 17.280 -0.176 0.565 -1.277 -0.49
F 17.993 -7.350 15.068 0.213 0.354 0.738 -0.05
C 11.811 -7.778 11.231 2.525 -1.880 -0.718 0.36
F 10.686 -8.165 11.782 -1.211 -0.060 0.168 -0.22
F 11.799 -6.498 10.971 -0.452 0.777 -0.237 -0.26
F 12.772 -7.968 12.199 0.071 0.449 0.489 -0.10
S 12.458 -8.869 9.787 2.166 -1.043 -0.914 1.08
O 11.571 -8.668 8.722 -2.482 0.817 -1.268 -0.65
O 13.790 -8.352 9.477 -0.446 0.551 1.465 -0.67
O 12.498 -10.254 10.250 -0.314 0.549 1.184 -0.63
```
Positions in Å, forces in eV/Å.

LUMO: -5.4 eV
HOMO: -12.7 eV
net charge: +2
F_max: 4.09 eV Å⁻¹

***

Record 2
Formula: C26H76N6O12
Source: the OMol25 dataset
Level of theory: the ωB97M-V functional and the def2-TZVPD basis

The geometry in XYZ format:
```
120
Properties=species:S:1:pos:R:3:forces:R:3:mulliken_charge:R:1
N -25.748 5.285 4.504 0.036 3.127 -3.043 -0.31
C -25.686 4.478 5.532 6.131 -2.293 1.591 0.62
N -26.823 3.956 5.836 -2.707 -2.811 2.805 0.24
O -24.503 4.110 6.052 -4.568 1.605 -1.452 -0.78
H -24.912 5.805 4.251 -0.385 -0.386 0.094 0.27
H -26.640 5.594 4.065 1.283 -0.465 0.825 0.17
H -26.888 3.360 6.697 -0.209 0.901 -1.397 -0.81
H -27.684 4.100 5.310 0.600 0.087 0.509 -0.47
N -30.584 3.654 8.081 -1.791 1.399 -2.470 0.81
C -29.630 2.908 8.516 7.043 -1.210 -3.037 -0.44
N -29.918 2.418 9.715 1.647 -1.083 0.817 3.23
O -28.415 2.746 7.862 -6.360 0.643 3.446 1.39
H -30.513 4.110 7.185 0.620 0.121 0.134 -0.48
H -31.281 4.042 8.697 0.270 0.591 0.269 0.85
H -29.211 1.876 10.162 0.221 -0.471 0.603 -2.17
H -30.835 2.431 10.085 -0.655 -0.039 0.452 -1.23
N -32.740 4.834 9.314 0.218 3.039 -0.408 -0.44
C -33.387 3.770 9.787 -7.336 -0.983 7.735 0.19
N -32.984 2.657 9.288 0.195 -4.855 -1.019 0.01
O -34.376 3.815 10.805 5.551 0.021 -5.588 -0.69
H -32.839 5.561 10.021 -0.077 0.325 -0.493 0.25
H -33.188 5.094 8.433 0.387 0.432 0.196 0.24
H -33.403 1.722 9.555 0.515 1.995 -0.372 0.23
H -32.182 2.639 8.646 -0.836 -0.244 0.097 -0.26
C -29.233 1.777 4.589 1.606 -0.009 1.076 -0.53
C -29.159 2.827 3.525 6.051 0.932 4.693 1.19
C -27.957 2.759 2.654 3.331 0.194 -0.443 -1.53
O -30.097 2.835 2.723 -10.001 0.047 -5.638 -0.60
H -28.199 1.779 4.932 -0.003 -0.442 0.689 0.23
H -29.457 0.763 4.303 -0.245 -0.286 -0.663 0.36
H -29.839 2.040 5.455 -0.199 0.203 -0.057 -0.21
H -29.075 3.805 4.075 0.024 -0.116 0.080 -0.27
H -27.777 1.745 2.213 -0.297 0.855 0.300 0.32
H -27.078 3.029 3.270 -0.043 -0.588 -0.170 0.29
H -27.868 3.549 1.849 -0.876 -0.933 0.681 0.35
H -30.955 2.732 3.195 0.655 0.012 -0.814 0.37
C -26.192 1.135 9.591 0.210 -0.724 0.752 -0.61
C -25.506 2.100 8.585 -6.724 2.380 2.797 1.61
C -25.380 3.525 9.129 1.004 -1.319 -0.427 -0.76
O -24.366 1.741 8.192 6.526 -3.836 -1.999 -0.65
H -25.806 1.151 10.650 0.611 -0.315 -1.303 0.45
H -26.294 0.092 9.166 0.630 0.916 0.552 0.29
H -27.217 1.385 9.837 -0.362 0.667 -0.706 -0.43
H -26.246 2.139 7.770 -0.004 -0.175 -0.110 -0.78
H -24.996 3.474 10.107 0.701 0.045 1.349 0.53
H -26.343 3.825 9.174 -3.162 1.896 0.348 -0.32
H -24.761 4.174 8.519 -0.079 -0.119 -0.279 0.45
H -24.177 2.370 7.513 1.081 0.601 -1.188 0.49
C -29.580 4.436 12.543 -1.098 -1.391 1.066 -0.94
C -28.445 4.862 11.666 2.120 2.218 9.829 0.49
C -27.211 4.119 12.058 1.504 -0.744 -0.941 -1.53
O -28.647 4.901 10.458 -2.192 0.406 -10.573 -0.28
H -29.479 4.697 13.618 0.242 -0.128 -0.681 0.47
H -29.750 3.330 12.497 0.443 0.732 0.059 -0.34
H -30.519 4.839 12.223 -0.651 0.649 -0.314 0.42
H -28.229 5.951 11.865 0.023 -0.639 1.030 0.30
H -27.053 4.187 13.103 0.187 -0.065 1.197 0.72
H -26.405 4.680 11.581 0.320 -0.490 -0.027 0.38
H -27.151 3.031 11.748 -0.310 1.182 0.123 0.17
H -29.094 4.121 10.166 -0.247 -0.842 -0.513 -0.12
C -32.140 2.148 12.598 0.192 -0.079 -1.200 0.46
C -32.338 2.335 14.084 0.596 8.185 -3.965 0.23
C -33.501 3.214 14.554 -0.840 -0.747 -0.887 -1.40
O -32.385 1.271 14.701 0.067 -9.876 4.949 -0.54
H -31.226 1.593 12.319 -0.176 -0.002 0.769 -0.78
H -31.996 3.103 12.119 -0.413 0.464 -0.251 -0.30
H -32.956 1.617 12.104 -0.389 0.119 0.076 0.64
H -31.425 2.810 14.376 0.862 1.030 0.367 -0.02
H -33.273 3.661 15.506 0.058 0.354 0.226 0.36
H -34.388 2.559 14.693 0.476 0.234 -0.010 0.31
H -33.797 3.898 13.792 -0.121 1.069 -0.303 0.34
H -32.878 0.646 14.176 -0.391 -0.790 0.245 0.46
C -31.442 -0.122 7.322 -0.522 0.881 -1.947 -0.33
C -30.165 -0.924 7.032 1.811 9.360 -3.428 0.22
C -28.955 -0.288 7.645 0.890 2.776 -0.371 0.60
O -30.142 -2.069 7.467 -2.445 -10.897 -0.815 -0.49
H -31.632 0.005 8.378 0.110 0.038 0.441 -0.41
H -32.276 -0.671 6.876 -0.124 -0.079 0.218 0.51
H -31.471 0.882 6.781 0.325 -1.039 0.845 -0.05
H -29.905 -0.866 5.942 -0.902 -0.436 0.352 0.08
H -29.142 0.077 8.644 -0.161 0.102 0.424 -0.38
H -28.615 0.561 7.060 0.000 0.360 0.187 -0.48
H -28.097 -0.925 7.706 0.268 -0.872 -0.139 0.66
H -30.005 -2.079 8.355 0.874 -0.357 4.035 0.11
C -31.140 -0.961 11.185 -0.694 -0.474 -1.243 -0.79
C -30.180 -2.148 11.043 -6.589 -2.618 6.431 0.28
C -30.808 -3.451 10.553 -1.670 0.010 -1.001 -1.62
O -29.191 -1.938 10.326 8.074 3.007 -5.934 -0.42
H -31.283 -0.603 12.171 0.015 -0.154 1.332 0.25
H -32.085 -1.384 10.846 -0.436 0.750 -0.203 0.67
H -30.854 -0.029 10.676 -0.009 -0.730 -0.508 -0.29
H -29.857 -2.388 12.064 -0.106 0.088 0.428 0.52
H -31.686 -3.751 11.126 0.006 -0.028 0.069 0.43
H -30.108 -4.291 10.527 0.140 0.283 0.202 0.38
H -31.150 -3.294 9.497 0.137 -0.212 0.734 0.37
H -28.407 -2.289 10.722 0.891 -0.387 -0.183 0.32
C -26.900 -0.228 12.926 -0.192 -1.513 1.479 -1.70
C -28.319 0.195 12.919 1.307 -2.121 9.127 0.75
C -28.452 1.337 13.975 -0.187 -1.469 -0.409 -1.43
O -28.707 0.555 11.788 -2.391 4.043 -8.181 0.71
H -26.423 -0.412 13.866 -0.178 0.301 1.049 0.44
H -26.328 0.465 12.439 1.565 1.661 -1.485 0.25
H -26.835 -1.188 12.512 0.391 -1.451 -1.466 0.51
H -28.969 -0.677 13.131 0.266 -0.122 1.477 0.03
H -27.955 2.187 13.591 0.455 0.924 -0.324 0.29
H -28.082 1.134 14.967 0.655 -0.606 0.109 0.53
H -29.458 1.556 14.183 -1.669 0.578 -0.175 0.14
H -28.384 -0.067 11.143 -0.066 -0.322 -0.881 -0.62
C -31.686 4.748 5.319 -2.842 2.131 -0.510 -0.66
O -30.492 5.136 5.824 2.753 0.616 0.215 -0.67
H -32.363 4.426 6.099 -0.144 -0.528 0.245 0.16
H -31.662 4.050 4.513 0.083 -0.501 -0.585 -0.12
H -32.061 5.750 5.016 -1.231 -1.144 -0.710 0.56
H -30.321 5.951 5.332 0.940 -0.272 0.722 0.39
C -28.030 6.175 7.341 -0.794 -1.816 -2.593 0.25
O -28.188 7.324 7.944 -1.493 5.296 3.137 -0.68
H -28.848 5.552 7.599 -0.704 -1.252 -0.502 -0.42
H -27.181 5.783 7.722 3.028 -2.246 0.617 0.37
H -27.907 6.339 6.259 -0.222 -0.204 0.189 0.23
H -28.462 7.122 8.859 0.298 0.465 -0.556 0.37
```
Positions in Å, forces in eV/Å.

LUMO: -0.2 eV
HOMO: -8.6 eV
F_max: 11.48 eV Å⁻¹

***

> Which value of F_max does entry 1 give?

4.09 eV Å⁻¹

***

> What is the LUMO in the first record?

-5.4 eV

***

> F_max of number 2 (C26H76N6O12)?

11.48 eV Å⁻¹

***

> Which of these has the lowest HOMO?

C26H75B2F11N6O10S